(1)
Density functional theory data (the ωB97M-V functional and the def2-TZVPD basis) for C31H23BrMoN4O2 as an isolated structure in a non-equilibrium geometry.

```
62
C31H23BrMoN4O2 | OMol25 | the ωB97M-V functional and the def2-TZVPD basis
Mo -0.2252 -0.3497 -0.2447
Br -1.9517 -6.8465 -2.1111
C -1.1361 -5.3834 -1.2733
C -1.4666 -4.0941 -1.6763
C -0.8555 -3.0297 -1.0465
C 0.0767 -3.2327 -0.0270
C 0.3930 -4.5229 0.3743
C -0.2131 -5.5962 -0.2548
N 0.5804 -2.0568 0.5956
C 1.5032 -1.9906 1.4794
C 1.6734 -0.6727 2.0593
C 2.6034 -0.3788 3.0324
C 2.6019 0.8904 3.5958
C 1.6462 1.7981 3.1765
C 0.7595 1.4432 2.1722
N 0.7737 0.2371 1.5914
H -2.1820 -3.9362 -2.4707
H -1.1264 -2.0229 -1.3867
H 1.0907 -4.7097 1.1799
H 0.0264 -6.6053 0.0502
H 2.0782 -2.8479 1.8096
H 3.3068 -1.1387 3.3439
H 3.3210 1.1574 4.3579
H 1.5812 2.7848 3.6121
H 0.0144 2.1398 1.8200
C 0.4502 3.8524 -1.3804
C -0.8764 4.2119 -1.5905
C -1.8972 3.3340 -1.2685
C -1.6052 2.0811 -0.7310
C -0.2554 1.7169 -0.5299
C 0.7567 2.6077 -0.8493
C -2.6587 1.1172 -0.3571
C -4.0229 1.2812 -0.6465
C -4.9072 0.2988 -0.3082
C -4.4750 -0.8421 0.4052
C -5.3578 -1.8557 0.8373
C -4.8956 -2.9006 1.5882
C -3.5387 -2.9536 1.9598
C -2.6573 -1.9908 1.5413
C -3.1072 -0.9360 0.7290
N -2.2132 0.0132 0.2645
H 1.2453 4.5421 -1.6304
H -1.1153 5.1846 -1.9978
H -2.9234 3.6408 -1.4165
H 1.7937 2.3361 -0.6842
H -4.3614 2.1688 -1.1577
H -5.9541 0.3979 -0.5674
H -6.4064 -1.7820 0.5792
H -5.5738 -3.6737 1.9211
H -3.1933 -3.7550 2.5993
H -1.6260 -2.0068 1.8705
O 3.5829 -1.0015 -0.7405
C 2.8285 -0.7749 -1.6472
C 3.1041 -0.7290 -3.1462
C 1.7400 -0.4444 -3.8049
C 0.8288 -0.3673 -2.6216
O -0.4233 -0.2177 -2.5332
N 1.4673 -0.5086 -1.4633
H 3.5350 -1.6808 -3.4541
H 3.8504 0.0379 -3.3494
H 1.4094 -1.2263 -4.4886
H 1.7075 0.4948 -4.3589
```

Spin multiplicity ... 3
⟨S²⟩ ... 2.034
Highest occupied orbital energy (spin up / spin down) ... -14.152 / -14.221 eV
Orbital gap (spin up / spin down) ... 0.252 / 0.239 Ha
Total charge ... +2

=====

(2)
Density functional theory data (the ωB97M-V functional and the def2-TZVPD basis) for the molecule C6H13N in a non-equilibrium geometry.

```
20
C6H13N | OMol25 | the ωB97M-V functional and the def2-TZVPD basis
C -0.9802 2.6150 -1.6713
C -0.0912 1.9824 -0.9235
C -0.5483 1.2426 0.3666
C -0.7987 -0.2264 -0.0420
C 0.3743 -1.0977 -0.4431
C 1.2567 -1.5001 0.8395
N 0.4917 -2.4189 1.6606
H -0.7161 3.0698 -2.6201
H -2.0210 2.7416 -1.3939
H 0.8840 1.6610 -1.2666
H -1.5243 1.6621 0.6029
H 0.2451 1.2515 1.1220
H -1.3277 -0.7661 0.7470
H -1.4783 -0.0888 -0.8898
H 1.0832 -0.3960 -0.8972
H 0.3362 -1.9320 -1.1358
H 1.4300 -0.4807 1.1930
H 2.1955 -1.8839 0.4424
H 0.3738 -2.0663 2.6003
H 0.8153 -3.3690 1.7088
```

Highest occupied orbital energy ... -8.959 eV
Orbital gap ... 0.371 Ha

=====

(3)
Density functional theory data (the ωB97M-V functional and the def2-TZVPD basis) for a 2-piece molecular cluster, C6H7IO2S overall in a non-equilibrium geometry.

```
17
C6H7IO2S | OMol25 | the ωB97M-V functional and the def2-TZVPD basis
C -0.6387 2.5622 -0.6397
C -0.7749 2.5753 0.6758
C 0.1206 -1.0936 -0.2074
C -0.2050 1.2989 -1.2336
C -0.0924 0.3568 -0.0929
C 0.2353 -3.0634 1.0234
O 0.0923 -1.6220 -1.3013
O 0.2443 -1.6384 0.9801
S -0.5146 0.9907 1.4524
I 2.9914 0.7069 -0.0159
H -0.4638 3.3561 -1.2470
H -1.1857 3.3316 1.3500
H -1.1065 1.0055 -1.8022
H 0.5756 1.4346 -1.9592
H 0.2175 -3.3200 -0.0098
H -0.6334 -3.5265 1.5129
H 1.1381 -3.3545 1.5144
```

Highest occupied orbital energy (spin up / spin down) ... -7.768 / -8.662 eV
Orbital gap (spin up / spin down) ... 0.201 / 0.258 Ha

=====

(4)
Density functional theory data (the ωB97M-V functional and the def2-TZVPD basis) for a 2-piece molecular cluster, C6H5BrClN4 overall in a non-equilibrium geometry.

```
17
C6H5BrClN4 | OMol25 | the ωB97M-V functional and the def2-TZVPD basis
C 1.7167 1.1516 0.6229
C 1.4054 -0.1247 0.1958
C -0.4778 0.7669 -0.8562
C -0.0954 2.0472 -0.4302
C -0.3283 -1.5335 -0.6999
C -1.9512 -0.0731 2.5181
N 0.9809 2.2063 0.3156
N -1.2539 -0.3005 1.6459
N 0.2815 -0.3017 -0.5360
N 0.1545 -2.4256 -1.4760
Cl -1.0313 3.3938 -0.8439
Br -2.0136 0.3441 -1.8327
H 2.5880 1.3421 1.2318
H 1.9874 -0.9966 0.4483
H -2.6062 0.1362 3.3241
H -0.3219 -3.3207 -1.5358
H 0.9653 -2.3118 -2.0917
```

Highest occupied orbital energy (spin up / spin down) ... -13.000 / -12.999 eV
Orbital gap (spin up / spin down) ... 0.299 / 0.299 Ha
Total charge ... +1

=====

Per-record energy relative to the best compared isomer or geometry (same formula, charge and spin), eV: 0.000; 1.522; 1.083; 1.181